Record 1
A structure of composition C4H3Bi2Cl2N5O3. Source: OMol25; level of theory: ωB97M-V/def2-TZVPD.

The geometry in ORCA input format:
```
! wB97M-V def2-TZVPD RIJCOSX def2/J DEFGRID3
* xyz 4 1
Bi -0.700 -0.356 -3.264
Bi 0.482 1.491 -0.515
Cl -1.709 -2.572 -2.834
Cl -0.304 3.893 -0.676
C 2.186 2.870 0.646
C 0.971 -1.642 -4.284
C 0.507 1.669 -4.694
O 2.520 3.881 1.059
O 1.153 -2.599 -4.912
O 1.001 2.456 -5.356
N -1.845 -0.652 3.981
N -0.755 -0.765 3.138
N -0.356 -2.009 2.784
C 0.248 -1.771 1.602
N 0.126 -0.479 1.201
N -0.587 0.153 2.132
H -1.924 0.300 4.321
H -1.779 -1.376 4.692
H 0.765 -2.493 0.978
*
```

E   -54458.738 eV
HOMO-LUMO gap (alpha / beta)   0.248 / 0.157 hartree

***

Record 2
The molecule C4H7NO2. Source: OMol25; level of theory: ωB97M-V/def2-TZVPD.

The geometry in ORCA input format:
```
! wB97M-V def2-TZVPD RIJCOSX def2/J DEFGRID3
* xyz 0 1
C -0.177 1.566 -1.620
O 0.541 0.435 -1.066
C 0.290 -0.077 0.193
C 0.565 0.696 1.471
O 0.281 0.114 2.535
C -0.399 -1.212 0.168
N -0.730 -1.754 -1.021
H 0.460 2.346 -2.332
H -1.200 1.374 -2.129
H -0.537 2.242 -0.693
H 0.795 1.821 1.361
H -0.835 -1.631 1.019
H -0.385 -1.402 -1.905
H -1.435 -2.708 -1.194
*
```

E   -9843.371 eV
HOMO-LUMO gap   0.324 hartree
SMILES string   CO/C(C=O)=C\N

***

Record 3
A structure of composition C41H69BHfN6. Source: OMol25; level of theory: ωB97M-V/def2-TZVPD.

The geometry in ORCA input format:
```
! wB97M-V def2-TZVPD RIJCOSX def2/J DEFGRID3
* xyz 2 1
Hf 0.129 -0.078 -0.427
C -3.428 0.352 3.208
C -2.962 0.852 1.888
C -3.456 1.869 1.116
C -2.641 1.938 -0.028
N -1.726 0.974 0.034
N -1.927 0.253 1.209
B -1.949 -1.341 1.114
N -0.570 -1.981 1.478
N 0.385 -2.062 0.472
C 1.040 -3.226 0.638
C 0.540 -3.875 1.769
C -0.461 -3.078 2.275
C -1.339 -3.292 3.455
C 2.036 -3.817 -0.330
C 2.672 -2.762 -1.214
C 3.134 -4.563 0.440
C 1.253 -4.809 -1.203
N -2.277 -1.712 -0.353
N -1.468 -1.291 -1.378
C -1.977 -1.745 -2.523
C -3.120 -2.499 -2.249
C -3.288 -2.445 -0.875
C -4.348 -3.051 -0.024
C -1.293 -1.398 -3.817
C -2.275 -0.654 -4.730
C -0.084 -0.509 -3.527
C -0.818 -2.683 -4.504
C -2.821 2.872 -1.196
C -4.106 2.417 -1.914
C -1.654 2.775 -2.165
C -2.998 4.312 -0.703
H -3.796 1.182 3.807
H -2.625 -0.137 3.752
H -4.244 -0.360 3.086
H -4.267 2.524 1.364
H -2.767 -1.759 1.851
H 0.869 -4.813 2.167
H -0.890 -4.026 4.120
H -2.318 -3.664 3.153
H -1.483 -2.367 4.009
H 3.319 -2.093 -0.659
H 1.913 -2.168 -1.736
H 3.275 -3.224 -1.996
H 3.654 -3.908 1.137
H 3.866 -4.963 -0.260
H 2.728 -5.401 0.999
H 0.454 -4.306 -1.753
H 0.803 -5.597 -0.602
H 1.925 -5.274 -1.922
H -3.755 -3.003 -2.951
H -5.079 -3.558 -0.649
H -4.862 -2.290 0.560
H -3.925 -3.780 0.666
H -2.648 0.257 -4.264
H -3.130 -1.281 -4.970
H -1.783 -0.385 -5.663
H -0.365 0.412 -2.976
H 0.365 -0.127 -4.444
H 0.710 -1.052 -3.002
H -1.656 -3.340 -4.720
H -0.110 -3.229 -3.882
H -0.330 -2.443 -5.448
H -4.040 1.372 -2.222
H -4.261 3.028 -2.802
H -4.979 2.529 -1.275
H -1.596 1.770 -2.587
H -0.705 3.029 -1.691
H -1.787 3.463 -2.998
H -3.815 4.387 0.010
H -3.239 4.956 -1.546
H -2.098 4.704 -0.226
C 2.414 0.261 0.608
C 1.792 0.873 1.710
C 1.140 2.090 1.195
C 1.331 2.062 -0.186
C 2.170 0.974 -0.608
C 3.196 1.272 -1.733
C 4.063 0.063 -2.061
C 2.519 1.756 -3.010
C 4.105 2.392 -1.199
C 0.653 3.374 1.891
C -0.769 3.310 2.444
C 1.612 3.740 3.030
C 0.698 4.534 0.890
C 2.020 0.336 3.131
C 0.774 0.423 4.008
C 2.467 -1.129 3.082
C 3.204 1.077 3.788
H 3.040 -0.610 0.689
H 1.080 2.866 -0.858
H 3.518 -0.700 -2.620
H 4.482 -0.396 -1.168
H 4.902 0.380 -2.678
H 1.895 0.984 -3.451
H 3.271 2.018 -3.752
H 1.914 2.646 -2.850
H 4.582 2.101 -0.264
H 3.553 3.314 -1.026
H 4.892 2.609 -1.918
H -0.955 2.423 3.039
H -1.494 3.341 1.639
H -0.946 4.182 3.073
H 1.423 3.160 3.925
H 1.451 4.786 3.289
H 2.656 3.628 2.745
H 0.033 4.379 0.038
H 1.707 4.708 0.517
H 0.373 5.443 1.392
H -0.055 -0.126 3.558
H 0.454 1.443 4.181
H 0.985 -0.018 4.982
H 1.799 -1.746 2.503
H 2.499 -1.520 4.097
H 3.474 -1.233 2.679
H 2.943 2.032 4.222
H 4.012 1.233 3.076
H 3.594 0.453 4.590
*
```

E   -54552.540 eV
HOMO-LUMO gap   0.299 hartree

***

Record 4
A cluster of 2 separate species, C33H36N2O5S in total. Source: OMol25; level of theory: ωB97M-V/def2-TZVPD.

The geometry in ORCA input format:
```
! wB97M-V def2-TZVPD RIJCOSX def2/J DEFGRID3
* xyz 0 1
C -5.024 1.945 -2.010
C -3.568 2.232 -2.174
O -2.823 1.177 -1.508
C -1.509 1.268 -1.830
C -0.696 0.102 -1.409
O 0.066 -0.489 -2.301
C -0.202 -0.245 -3.717
S -2.949 -1.462 -1.941
C -2.680 -3.210 -2.465
C -3.802 -4.002 -2.632
C -3.621 -5.361 -2.901
C -2.333 -5.901 -2.952
C -1.215 -5.069 -2.822
C -1.394 -3.696 -2.629
O -3.345 -1.567 -0.526
O -3.967 -0.988 -2.885
O -1.036 2.268 -2.371
H -5.586 2.591 -2.690
H -5.237 0.902 -2.246
H -5.355 2.177 -0.994
H -3.264 2.218 -3.229
H -3.267 3.168 -1.689
H 0.557 -0.830 -4.242
H -1.216 -0.628 -3.942
H -0.099 0.827 -3.919
H -4.790 -3.553 -2.543
H -4.493 -5.992 -3.055
H -2.194 -6.969 -3.107
H -0.208 -5.475 -2.877
H -0.552 -3.004 -2.596
C 1.225 -4.911 0.660
N 1.164 -3.514 0.288
C 0.010 -2.757 0.219
C 0.352 -1.441 -0.026
C -0.573 -0.243 -0.056
C -0.071 0.896 0.861
C 0.714 0.532 1.960
C 1.425 1.476 2.684
C 1.187 2.852 2.434
N 1.827 3.810 3.170
C 2.509 3.423 4.388
C 3.313 2.152 4.184
C 2.426 1.021 3.687
C 1.340 5.175 3.165
C 0.985 5.625 1.766
C -0.004 4.660 1.117
C 0.280 3.227 1.416
C -0.358 2.243 0.665
C 1.775 -1.369 -0.177
C 2.678 -0.319 -0.311
C 4.033 -0.571 -0.079
C 4.492 -1.859 0.252
C 3.607 -2.948 0.318
C 2.268 -2.689 0.064
H 2.251 -5.262 0.525
H 0.929 -5.052 1.710
H 0.550 -5.500 0.025
H -0.977 -3.188 0.358
H -1.583 -0.530 0.280
H 0.834 -0.515 2.241
H 3.161 4.255 4.673
H 1.779 3.270 5.208
H 4.107 2.335 3.455
H 3.783 1.873 5.127
H 1.890 0.560 4.529
H 3.039 0.225 3.246
H 0.451 5.261 3.820
H 2.132 5.792 3.595
H 0.555 6.627 1.822
H 1.889 5.685 1.158
H -1.020 4.900 1.470
H -0.020 4.813 0.031
H -1.077 2.580 -0.075
H 2.313 0.670 -0.584
H 4.742 0.256 -0.132
H 5.547 -2.008 0.474
H 3.925 -3.950 0.601
*
```

E   -58855.796 eV
HOMO-LUMO gap   0.236 hartree

***

Record 5
A cluster of 2 separate species, C4H7N2O2 in total. Source: OMol25; level of theory: ωB97M-V/def2-TZVPD.

The geometry in ORCA input format:
```
! wB97M-V def2-TZVPD RIJCOSX def2/J DEFGRID3
* xyz 1 1
C 1.594 -1.239 -0.163
C 0.669 -0.552 -0.781
C -2.823 -0.142 0.068
C 1.664 0.633 0.908
N -3.940 -0.556 0.057
N 0.773 0.865 -0.324
O -1.747 0.239 0.180
O 2.188 -0.655 0.823
H 1.825 -2.281 -0.319
H 2.390 1.392 1.063
H 0.972 0.696 1.746
H 0.021 -0.535 -1.702
H -4.757 -0.654 -0.523
H 1.206 1.472 -1.108
H -0.035 1.317 0.075
*
```

E   -11328.144 eV
HOMO-LUMO gap   0.395 hartree

***

Record 6
The molecule CH4N2S3. Source: OMol25; level of theory: ωB97M-V/def2-TZVPD.

The geometry in ORCA input format:
```
! wB97M-V def2-TZVPD RIJCOSX def2/J DEFGRID3
* xyz 0 1
S -0.114 1.837 -1.617
C -0.077 0.608 -0.571
N -0.479 0.719 0.757
S -1.286 -0.475 1.660
N 0.485 -0.595 -0.883
S 1.393 -1.646 0.162
H -0.776 1.672 1.050
H -2.482 -0.476 1.025
H 0.795 -0.716 -1.842
H 2.542 -0.928 0.258
*
```

E   -36586.946 eV
HOMO-LUMO gap   0.335 hartree
SMILES string   S=C(NS)NS

***

Record 7
A structure of composition C19H20AuBN8OS4. Source: OMol25; level of theory: ωB97M-V/def2-TZVPD.

The geometry in ORCA input format:
```
! wB97M-V def2-TZVPD RIJCOSX def2/J DEFGRID3
* xyz 1 2
Au -0.872 -1.641 0.022
C -1.929 -0.926 -3.451
C -0.992 0.040 -2.811
C -0.582 1.304 -3.233
C 0.294 1.744 -2.261
N 0.394 0.801 -1.310
N -0.377 -0.255 -1.667
B 1.296 0.745 -0.021
N 2.004 -0.657 -0.022
C 3.297 -1.025 -0.032
C 3.390 -2.398 -0.020
C 2.069 -2.848 -0.002
C 1.518 -4.232 0.015
N 1.262 -1.795 -0.004
N 0.420 0.805 1.286
C 0.341 1.751 2.236
C -0.507 1.313 3.232
C -0.924 0.046 2.828
C -1.839 -0.922 3.498
N -0.337 -0.251 1.669
N 2.215 1.952 -0.031
C 3.551 2.178 -0.037
C 3.765 3.531 -0.038
C 2.477 4.097 -0.034
C 2.096 5.541 -0.034
N 1.556 3.152 -0.029
H -2.018 -0.724 -4.516
H -2.931 -0.857 -3.021
H -1.571 -1.948 -3.324
H -0.864 1.820 -4.133
H 0.850 2.658 -2.182
H 4.091 -0.305 -0.048
H 4.287 -2.991 -0.024
H 2.322 -4.964 0.012
H 0.896 -4.411 -0.862
H 0.915 -4.396 0.909
H 0.893 2.666 2.139
H -0.767 1.831 4.137
H -1.872 -0.736 4.569
H -1.498 -1.945 3.336
H -2.860 -0.836 3.119
H 4.287 1.397 -0.041
H 4.713 4.039 -0.043
H 2.983 6.171 -0.039
H 1.508 5.790 0.849
H 1.498 5.787 -0.911
O -7.604 -3.220 0.051
C -6.459 -2.930 0.050
S -5.875 -1.233 0.077
C -4.186 -1.573 0.053
C -3.817 -3.033 0.025
S -2.284 -3.587 0.005
S -5.139 -4.141 0.011
S -3.081 -0.380 0.052
*
```

E   -81700.760 eV
HOMO-LUMO gap (alpha / beta)   0.200 / 0.201 hartree

***

Record 8
The ion C30H46N3O5S with charge +1. Source: OMol25; level of theory: ωB97M-V/def2-TZVPD.

The geometry in ORCA input format:
```
! wB97M-V def2-TZVPD RIJCOSX def2/J DEFGRID3
* xyz 1 1
C 5.597 -2.444 1.994
O 4.513 -1.541 1.994
C 4.879 -0.196 1.727
C 3.712 0.477 1.023
C 3.619 0.003 -0.421
C 2.932 0.834 -1.533
C 1.458 1.323 -1.689
C 1.299 1.591 -3.205
C 1.420 0.391 -4.173
C 0.224 0.279 -5.127
N 0.135 1.466 -5.965
C 1.187 2.731 -1.060
N 2.197 3.260 -0.133
C -0.236 2.728 -0.452
S -1.438 3.449 -1.625
C -0.442 1.248 -0.025
C 0.251 1.263 1.341
O 0.311 -0.007 1.988
C -0.162 0.037 3.291
C -1.158 -1.016 3.652
O 0.242 0.871 4.046
C -1.899 0.856 0.246
O -2.461 1.957 0.934
C -3.366 1.597 1.917
C -4.450 0.773 1.642
C -5.335 0.463 2.665
C -5.153 0.977 3.942
C -4.062 1.797 4.204
C -3.167 2.107 3.188
N 0.274 0.461 -1.098
O -0.716 0.432 -2.144
C 0.591 -1.007 -0.840
C -0.556 -1.951 -0.602
C -1.492 -2.317 -1.577
C -2.488 -3.239 -1.308
C -2.581 -3.854 -0.058
C -3.659 -4.859 0.228
C -1.636 -3.509 0.902
C -0.641 -2.578 0.636
H 5.189 -3.451 2.023
H 6.236 -2.311 2.869
H 6.190 -2.347 1.081
H 5.784 -0.167 1.113
H 5.077 0.321 2.670
H 3.842 1.552 1.098
H 2.854 0.127 1.582
H 3.262 -1.019 -0.447
H 4.646 -0.086 -0.785
H 3.505 1.756 -1.621
H 3.182 0.284 -2.440
H 2.121 2.277 -3.400
H 0.396 2.146 -3.438
H 2.298 0.518 -4.803
H 1.548 -0.548 -3.626
H -0.700 0.148 -4.562
H 0.353 -0.637 -5.709
H -0.795 1.853 -5.977
H 0.420 1.282 -6.915
H 1.123 3.434 -1.887
H 1.785 3.998 0.423
H 2.958 3.682 -0.648
H -0.287 3.328 0.448
H -2.097 2.342 -1.962
H -0.331 1.929 1.971
H 1.241 1.704 1.269
H -1.766 -1.334 2.812
H -1.806 -0.599 4.418
H -0.643 -1.871 4.088
H -1.909 -0.010 0.909
H -2.480 0.584 -0.631
H -4.608 0.386 0.645
H -6.193 -0.165 2.475
H -5.853 0.751 4.731
H -3.898 2.218 5.185
H -2.322 2.755 3.376
H -0.460 -0.306 -2.715
H 1.231 -1.031 0.029
H 1.205 -1.296 -1.692
H -1.456 -1.905 -2.576
H -3.182 -3.499 -2.095
H -3.598 -5.193 1.260
H -3.598 -5.707 -0.449
H -4.635 -4.393 0.099
H -1.658 -3.990 1.871
H 0.083 -2.364 1.407
*
```

E   -57390.338 eV
HOMO-LUMO gap   0.344 hartree
SMILES string   COCCCC[C@]1(CCCN)[C@H](N)[C@@H](S)[C@@](COC(C)=O)(COc2ccccc2)[N@+]1(O)Cc1ccc(C)cc1

***

E of number 3 (C41H69BHfN6)?
-54552.540 eV